# 1
Entry from OMol25: the ion C3H8NO with charge -1 (ωB97M-V/def2-TZVPD).

```
13
Properties=species:S:1:pos:R:3:forces:R:3
O 1.970 -0.484 -0.207 0.25 -0.27 0.17
N -0.645 -0.704 0.656 -0.39 -0.13 0.29
C -0.379 -0.513 -0.754 0.29 0.21 -0.28
C -0.678 0.571 1.360 0.00 -0.23 -0.29
C 1.061 0.024 -1.034 -0.24 0.23 -0.40
H 0.240 1.153 1.215 -0.01 0.04 0.11
H 0.172 -1.211 0.985 0.26 0.08 0.02
H 1.021 1.152 -1.045 -0.11 0.06 0.19
H -0.833 0.375 2.423 -0.02 0.18 0.07
H -1.526 1.143 0.965 0.04 0.09 0.20
H -0.472 -1.477 -1.256 -0.09 -0.17 0.01
H 1.198 -0.196 -2.135 0.16 -0.08 0.00
H -1.129 0.169 -1.173 -0.13 0.00 -0.09
```
Forces are in eV/Å.

Orbital gap = 6.91 eV
LUMO level = 4.6 eV
Charge = -1
Energy relative to the best compared isomer or geometry (same formula, charge and spin) = 0.411 eV
F_max = 0.5 eV/Å

=====

# 2
Entry from OMol25: the ion C3H8NO with charge +1 in a non-equilibrium geometry (ωB97M-V/def2-TZVPD).

```
13
Properties=species:S:1:pos:R:3:forces:R:3
O -0.612 0.012 2.565 -0.27 0.08 -0.21
N -0.235 -0.520 -1.703 -0.17 0.15 0.06
C 0.226 0.604 1.953 0.79 -0.16 0.04
C 0.653 0.217 0.527 -0.31 -0.11 0.23
C -0.591 -0.124 -0.291 0.17 0.30 1.11
H 0.757 -0.347 -1.877 0.02 -0.11 -0.05
H -0.756 0.021 -2.395 -0.08 -0.12 -0.01
H 1.332 -0.637 0.637 -0.06 -0.01 -0.05
H 0.838 1.413 2.393 -0.24 -0.01 0.10
H 1.226 1.047 0.116 -0.06 0.05 -0.23
H -1.165 -0.917 0.186 0.20 -0.17 -0.19
H -1.244 0.743 -0.265 -0.08 0.11 -0.61
H -0.430 -1.512 -1.846 0.09 0.03 -0.18
```
Forces are in eV/Å.

Orbital gap = 9.94 eV
LUMO level = -4.1 eV
Charge = +1
Energy relative to the best compared isomer or geometry (same formula, charge and spin) = 0.313 eV
F_max = 1.2 eV/Å

=====

# 3
Entry from OMol25: a cluster of 2 separate species, C3H8NO in total in a non-equilibrium geometry (ωB97M-V/def2-TZVPD).

```
13
Properties=species:S:1:pos:R:3:forces:R:3
O -0.772 1.120 0.577 -3.41 -2.56 -0.59
N 1.354 -0.515 0.990 0.59 0.68 -0.42
C -1.587 0.788 -1.538 -2.18 0.43 0.24
C -1.761 0.568 -0.043 5.06 3.00 0.96
C 2.447 -1.204 1.032 -1.55 1.20 1.65
H -0.985 0.023 -1.981 -0.03 -1.08 -0.30
H -2.608 0.831 -1.992 1.05 -0.05 -0.21
H 2.396 -2.180 0.636 0.49 -0.78 -1.33
H -2.547 0.035 0.540 0.26 0.31 -0.69
H 0.605 -0.554 0.266 0.54 -0.87 0.78
H -0.976 1.690 -1.732 -0.78 -0.21 0.48
H 3.295 -0.914 1.679 -0.72 -0.04 -0.30
H 1.140 0.312 1.567 0.68 -0.03 -0.28
```
Forces are in eV/Å.

Orbital gap = 8.26 eV
LUMO level = -5.8 eV
Charge = +1
Energy relative to the best compared isomer or geometry (same formula, charge and spin) = 1.703 eV
F_max = 6.0 eV/Å

=====

# 4
Entry from OMol25: a cluster of 2 separate species, C3H8NO in total in a non-equilibrium geometry (ωB97M-V/def2-TZVPD).

```
13
Properties=species:S:1:pos:R:3:forces:R:3
O 3.097 -0.124 -0.247 3.16 -0.60 -0.62
N -0.977 0.103 -0.572 -1.85 -0.54 -0.46
C -2.093 -0.635 0.054 0.26 -1.95 -0.92
C -0.457 1.209 -0.231 2.81 1.99 -1.19
C 2.071 -0.120 0.494 0.11 -0.45 2.18
H -2.975 -0.753 -0.661 1.48 0.16 0.61
H 2.403 -0.516 1.527 -0.63 0.35 -0.85
H -1.607 -1.656 0.250 -1.25 1.32 0.10
H -0.728 -0.471 -1.401 0.65 1.44 0.41
H 4.031 -0.461 0.113 -2.57 0.81 -0.60
H -2.487 -0.161 0.917 0.09 0.38 0.94
H -0.620 1.863 0.669 -0.69 -1.43 -0.72
H 0.342 1.722 -0.912 -1.56 -1.49 1.13
```
Forces are in eV/Å.

Orbital gap = 8.38 eV
LUMO level = -4.4 eV
Charge = +1
Energy relative to the best compared isomer or geometry (same formula, charge and spin) = 4.004 eV
F_max = 3.6 eV/Å

=====

# 5
Entry from OMol25: the ion C3H8NO with charge +1 in a non-equilibrium geometry (ωB97M-V/def2-TZVPD).

```
13
Properties=species:S:1:pos:R:3:forces:R:3
O -1.262 -0.265 -0.194 6.29 5.65 0.04
N -2.615 -0.014 -0.195 -0.86 2.05 1.20
C 1.097 0.553 -0.154 0.42 0.56 0.69
C -0.282 0.994 -0.168 -2.32 -6.02 -0.25
C 1.465 -0.943 -0.122 -0.05 -0.22 -1.28
H 1.315 -1.426 0.807 -0.21 0.29 1.76
H 2.562 -1.020 -0.258 -0.86 -0.31 -0.77
H -0.630 2.039 -0.135 -0.49 -0.66 -0.13
H 0.746 -1.568 -0.668 0.98 0.26 -1.06
H 1.824 1.317 -0.616 -1.27 -1.13 -0.06
H 1.489 0.704 0.865 -0.57 1.01 0.71
H -2.767 0.507 0.686 -0.20 0.51 -0.63
H -2.940 -0.877 0.152 -0.85 -1.97 -0.24
```
Forces are in eV/Å.

Orbital gap = 8.24 eV
LUMO level = -7.0 eV
Charge = +1
Energy relative to the best compared isomer or geometry (same formula, charge and spin) = 5.438 eV
F_max = 8.5 eV/Å

=====

# 6
Entry from OMol25: the ion C3H8NO2 with charge -1 in a non-equilibrium geometry (ωB97M-V/def2-TZVPD).

```
14
Properties=species:S:1:pos:R:3:forces:R:3
O 0.471 -1.961 -0.914 -0.27 1.26 1.40
O 0.982 2.160 -0.305 0.83 0.63 -0.22
N -1.492 -0.527 0.582 0.17 0.26 0.15
C 0.153 1.616 0.563 -1.03 -0.91 -0.58
C -0.363 0.215 -0.103 -1.19 0.40 -0.28
C 0.859 -0.693 -0.287 -0.72 1.51 1.09
H -0.772 2.267 0.796 0.33 -0.73 -0.07
H -1.283 -1.515 0.512 -0.25 -0.13 -0.02
H 1.611 -0.108 -0.876 -0.67 -0.63 0.41
H 1.189 -0.691 0.804 0.28 -1.25 -1.17
H 0.598 1.391 1.595 -0.30 -0.24 -0.39
H 1.240 -2.211 -1.385 1.05 -0.64 -0.77
H -2.408 -0.376 0.116 1.21 -0.06 0.36
H -0.783 0.435 -1.099 0.55 0.52 0.10
```
Forces are in eV/Å.

Orbital gap = 6.02 eV
LUMO level = 3.7 eV
Charge = -1
Energy relative to the best compared isomer or geometry (same formula, charge and spin) = 3.261 eV
F_max = 2.0 eV/Å

=====

# 7
Entry from OMol25: a cluster of 2 separate species, C3H8NO2 in total in a non-equilibrium geometry (ωB97M-V/def2-TZVPD).

```
14
Properties=species:S:1:pos:R:3:forces:R:3
O -3.176 -1.419 -0.738 1.03 -1.54 0.15
O -1.327 -0.234 -0.249 -0.33 -0.46 -0.02
N 1.175 0.050 0.301 -0.86 -0.25 -0.47
C 2.074 -0.762 0.659 0.44 -0.57 -0.16
C 1.390 1.422 -0.121 1.61 0.37 -1.81
C -2.513 -0.408 -0.195 -2.00 0.69 -0.95
H 0.217 -0.314 0.027 0.45 0.32 1.03
H 1.221 1.427 -1.212 -0.31 0.07 0.38
H -4.015 -1.691 -0.316 0.35 0.77 -0.23
H -3.259 0.351 0.060 0.47 0.50 0.94
H 0.784 2.220 0.309 -0.13 -0.67 0.45
H 3.124 -0.497 0.593 -0.02 0.37 0.52
H 2.468 1.648 -0.059 -0.49 0.07 0.45
H 1.838 -1.791 0.942 -0.21 0.33 -0.28
```
Forces are in eV/Å.

Orbital gap = 10.93 eV
LUMO level = -4.5 eV
Charge = +1
Energy relative to the best compared isomer or geometry (same formula, charge and spin) = 1.680 eV
F_max = 2.4 eV/Å

=====

# 8
Entry from OMol25: a structure of composition C3H8NO2 in a non-equilibrium geometry (ωB97M-V/def2-TZVPD).

```
14
Properties=species:S:1:pos:R:3:forces:R:3
O -2.028 0.712 -0.810 1.50 -3.08 4.53
O -1.380 -1.457 -0.588 -0.70 0.77 0.63
N 1.151 -1.260 0.557 1.02 -0.74 0.47
C -0.952 -0.193 -0.806 1.83 0.84 -3.39
C 1.052 1.160 0.923 -1.27 1.82 0.08
C 0.640 -0.111 0.423 -2.90 1.48 -1.88
H -0.449 -0.065 -1.885 -0.47 -0.61 2.51
H 1.581 1.176 1.840 0.58 -0.04 0.99
H -2.035 1.267 -1.528 0.36 2.12 -2.79
H 0.914 -1.804 -0.232 -0.71 -1.86 -0.41
H 0.235 1.918 0.898 0.09 -0.86 0.58
H -2.251 -1.316 -0.153 0.37 -0.68 -0.21
H 1.653 1.656 0.173 0.79 -0.34 -0.57
H 1.867 -1.682 1.189 -0.49 1.18 -0.53
```
Forces are in eV/Å.

Orbital gap = 10.25 eV
LUMO level = -4.4 eV
Charge = +1
Energy relative to the best compared isomer or geometry (same formula, charge and spin) = 3.495 eV
F_max = 5.7 eV/Å

=====

# 9
Entry from OMol25: a cluster of 2 separate species, C3H8NO2 in total in a non-equilibrium geometry (ωB97M-V/def2-TZVPD).

```
14
Properties=species:S:1:pos:R:3:forces:R:3
O -2.830 -0.734 0.737 2.56 -2.24 -2.13
O -1.246 0.069 -0.993 -1.56 -2.09 2.92
N 1.274 1.128 0.878 1.19 -0.95 -0.15
C -2.310 -0.418 -0.593 1.21 2.52 0.77
C 2.902 -0.686 -0.204 -0.25 2.73 1.32
C 2.367 0.569 -0.113 -0.77 -1.59 -1.65
H 3.248 -1.172 -1.125 0.09 0.90 0.29
H 1.447 1.155 1.918 0.12 -0.28 -1.25
H -3.101 -0.251 -1.263 -1.68 -0.74 -0.98
H 0.452 0.490 0.672 0.51 1.20 0.17
H 3.236 -1.098 0.723 -0.57 -1.20 0.54
H 2.292 1.164 -1.018 -0.31 0.03 0.17
H 1.107 2.106 0.564 -0.26 -0.90 0.31
H -2.739 -1.755 0.887 -0.28 2.60 -0.34
```
Forces are in eV/Å.

Orbital gap = 10.67 eV
LUMO level = -4.1 eV
Charge = +1
Energy relative to the best compared isomer or geometry (same formula, charge and spin) = 3.677 eV
F_max = 4.0 eV/Å

=====

# 10
Entry from OMol25: a cluster of 2 separate species, C3H8NO2 in total in a non-equilibrium geometry (ωB97M-V/def2-TZVPD).

```
14
Properties=species:S:1:pos:R:3:forces:R:3
O 1.266 -0.978 2.256 -3.65 0.58 0.28
O -1.515 -0.573 0.677 -0.49 1.60 -1.30
N -0.559 -0.876 -0.143 2.10 -3.06 3.92
C 1.328 -0.425 1.160 -3.46 -0.20 -1.29
C -0.127 -0.065 -1.218 -4.04 2.36 1.19
C -0.635 1.340 -1.092 -0.21 1.73 1.03
H -0.843 1.688 -0.049 0.70 -0.77 -0.43
H -1.594 1.490 -1.497 -1.34 -0.18 -0.94
H 0.884 -0.089 -1.280 3.01 -0.63 -0.13
H 1.956 -1.325 2.746 3.31 -1.16 1.49
H 2.225 -0.377 0.663 2.95 0.23 -1.04
H -0.047 2.148 -1.510 0.56 -0.32 -0.33
H -0.531 -0.661 -2.005 -0.41 -0.18 -1.35
H -1.808 -1.298 1.292 0.98 0.00 -1.08
```
Forces are in eV/Å.

Orbital gap (alpha / beta) = 8.33 / 7.81 eV
LUMO level (alpha / beta) = -5.8 / -6.0 eV
Charge = +1
Energy relative to the best compared isomer or geometry (same formula, charge and spin) = 8.392 eV
F_max = 5.4 eV/Å

=====

# 11
Entry from OMol25: the molecule C3H8NO2P in a non-equilibrium geometry (ωB97M-V/def2-TZVPD).

```
15
Properties=species:S:1:pos:R:3:forces:R:3
P -1.940 0.561 0.662 0.25 0.16 -0.69
O -1.940 -1.105 0.559 0.46 -0.23 -0.22
O -2.454 0.640 2.240 2.10 0.64 -0.75
N 1.998 -0.831 -1.810 1.65 -0.13 -2.61
C -0.130 0.916 0.767 0.51 -1.79 0.81
C 0.542 0.636 -0.535 0.73 1.15 -1.44
C 1.348 -0.394 -0.711 0.08 -2.39 2.86
H 2.972 -1.219 -1.689 -1.86 0.79 -0.39
H 0.378 0.349 1.604 -0.72 0.17 -0.85
H 0.676 1.427 -1.338 -0.91 -0.79 1.00
H 1.773 -0.357 -2.721 0.77 -0.68 1.51
H 1.493 -1.144 0.159 -0.32 1.29 -1.17
H 0.133 1.907 0.959 -0.37 2.04 0.67
H -1.623 -1.520 -0.272 -0.29 0.75 0.62
H -3.227 0.134 2.126 -2.08 -0.99 0.66
```
Forces are in eV/Å.

Orbital gap = 8.97 eV
LUMO level = 0.9 eV
Energy relative to the best compared isomer or geometry (same formula, charge and spin) = 0.740 eV
F_max = 3.7 eV/Å

=====

# 12
Entry from OMol25: a cluster of 2 separate species, C3H8NO2S in total in a non-equilibrium geometry (ωB97M-V/def2-TZVPD).

```
15
Properties=species:S:1:pos:R:3:forces:R:3
S -1.234 -1.457 1.930 0.76 0.94 -0.19
O 1.579 0.062 -0.339 -0.07 -0.28 0.01
O -0.386 0.876 -1.151 0.87 -0.18 -0.08
N 1.606 1.374 -2.210 -0.02 -0.23 0.07
C 0.860 0.698 -1.136 0.06 1.37 -0.72
C -0.549 0.282 2.004 -1.19 -0.49 0.44
C -1.082 -1.785 0.154 -0.23 -0.23 -0.98
H -1.290 0.949 1.563 0.17 -0.04 -0.22
H 0.407 0.407 1.510 0.09 -0.35 -0.11
H -0.515 0.528 3.069 0.21 -0.13 -0.02
H 2.611 1.488 -2.076 -0.69 -0.13 0.19
H -1.137 -2.901 0.025 -0.03 1.00 0.10
H -0.118 -1.400 -0.254 -0.70 -0.35 0.58
H -1.904 -1.280 -0.426 0.79 -0.56 0.60
H 1.154 2.159 -2.665 -0.01 -0.32 0.33
```
Forces are in eV/Å.

Orbital gap = 7.96 eV
LUMO level = 3.5 eV
Charge = -1
Energy relative to the best compared isomer or geometry (same formula, charge and spin) = 0.739 eV
F_max = 1.6 eV/Å